Entry 1:
{
  "formula": "H12N2Si4",
  "method": "ωB97M-V/def2-TZVPD",
  "de_lowest_kj_mol": 394.3,
  "energy_ev": -34680.5613,
  "total_charge": 0,
  "smiles": "[SiH2]=N[SiH3].[SiH2]=N[SiH3].[H][H]",
  "orbital_gap_ev": 7.8,
  "lumo_ev": -0.53,
  "homo_energy_ev": -8.359,
  "elements": ["Si", "N", "Si", "H", "H", "H", "H", "H", "Si", "N", "Si", "H", "H", "H", "H", "H", "H", "H"],
  "xyz": [[1.223, -0.733, -1.309], [1.342, -0.123, 0.173], [1.868, 1.040, 1.332], [2.490, -1.372, -1.652], [0.394, -0.993, -2.458], [1.462, 0.603, 2.669], [3.215, 1.210, 1.024], [0.958, 2.123, 0.912], [-1.112, -0.976, 1.074], [-1.503, -0.143, -0.270], [-2.127, 1.185, -1.289], [-1.050, -2.417, 1.161], [-0.933, 0.130, 2.086], [-0.939, 2.013, -1.657], [-3.198, 0.804, -2.092], [-2.979, 2.249, -0.670], [3.450, -2.752, 4.233], [3.441, -2.631, 3.505]],
  "mulliken_charge": [0.32, 0.00, 0.27, -0.14, -0.06, -0.11, -0.14, -0.09, 0.26, -0.05, 0.24, -0.07, -0.07, -0.10, -0.14, -0.13, 0.08, -0.08]
}

=====

Entry 2:
{
  "formula": "H12N9P3",
  "method": "ωB97M-V/def2-TZVPD",
  "de_lowest_kj_mol": 144.2,
  "energy_ev": -41470.3591,
  "total_charge": 0,
  "orbital_gap_ev": [7.4, 7.4],
  "lumo_ev": [0.34, 0.33],
  "homo_energy_ev": [-7.050, -7.059],
  "elements": ["N", "N", "N", "N", "N", "N", "N", "N", "N", "P", "P", "P", "H", "H", "H", "H", "H", "H", "H", "H", "H", "H", "H", "H"],
  "xyz": [[-0.784, -1.220, 1.510], [-1.522, 0.578, -0.161], [1.411, 0.499, 0.539], [-2.245, 1.474, -0.919], [2.855, 0.535, 0.976], [-2.740, -1.391, -0.307], [0.801, 2.953, -0.061], [0.352, -1.420, -1.268], [1.629, -2.274, 0.704], [-2.190, -0.500, 1.050], [0.339, 1.734, 1.004], [0.465, -1.099, 0.431], [-3.221, 1.518, -0.693], [-2.104, 1.173, -1.843], [2.884, 1.028, 1.882], [3.417, 1.029, 0.206], [-1.978, -1.589, -0.928], [-3.290, -2.233, -0.183], [1.030, 2.785, -1.015], [0.437, 3.930, -0.052], [-0.181, -0.611, -1.544], [0.759, -2.195, -1.721], [2.512, -1.706, 1.025], [1.364, -2.999, 1.369]],
  "mulliken_charge": [-0.47, 0.03, 0.13, -0.77, -0.63, -0.50, -0.44, -0.57, -0.72, -0.04, 0.12, 0.89, 0.26, 0.19, 0.26, 0.25, 0.26, 0.26, 0.25, 0.24, 0.24, 0.17, 0.33, 0.28]
}

=====

Entry 3:
{
  "formula": "H12NO4",
  "method": "ωB97M-V/def2-TZVPD",
  "de_lowest_kj_mol": 95.4,
  "energy_ev": -9869.0663,
  "total_charge": 1,
  "orbital_gap_ev": 10.7,
  "lumo_ev": -3.19,
  "homo_energy_ev": -13.872,
  "elements": ["N", "H", "H", "H", "H", "H", "H", "O", "H", "H", "O", "H", "H", "O", "H", "H", "O"],
  "xyz": [[-0.427, 0.710, 0.483], [0.029, 1.505, 0.011], [-1.117, 0.992, 1.183], [0.193, 0.008, 0.894], [-0.880, 0.254, -0.314], [2.213, -4.039, -2.188], [3.239, -3.633, -3.211], [2.720, -3.276, -2.481], [-1.393, 0.423, 4.378], [-0.535, -0.528, 3.585], [-1.091, 0.253, 3.479], [-1.416, -1.339, -2.750], [-2.481, -1.319, -1.609], [-1.579, -1.083, -1.839], [1.505, 3.344, 0.266], [0.475, 4.342, -0.014], [0.546, 3.386, 0.127]],
  "mulliken_charge": [-0.36, 0.36, 0.37, 0.37, 0.30, 0.32, 0.33, -0.65, 0.32, 0.32, -0.62, 0.32, 0.33, -0.67, 0.33, 0.33, -0.69]
}

=====

Entry 4:
{
  "formula": "H12O5S2",
  "method": "ωB97M-V/def2-TZVPD",
  "de_lowest_kj_mol": 143.5,
  "energy_ev": -32102.1261,
  "total_charge": -1,
  "orbital_gap_ev": [2.8, 6.3],
  "multiplicity": 2,
  "lumo_ev": [2.72, 2.71],
  "s2": 0.753,
  "homo_energy_ev": [-0.043, -3.613],
  "elements": ["S", "S", "H", "H", "H", "H", "O", "H", "H", "O", "H", "H", "O", "H", "H", "O", "H", "H", "O"],
  "xyz": [[2.916, 0.418, 0.635], [3.257, -1.225, -0.609], [1.939, 1.214, 0.080], [2.238, -0.958, -1.338], [-1.850, 2.894, 0.219], [-2.308, 1.643, 0.805], [-2.005, 2.017, -0.040], [-5.552, -0.425, -0.980], [-4.480, 0.619, -1.477], [-5.323, 0.268, -1.687], [-1.610, -0.436, 1.764], [-1.181, 0.631, 2.779], [-1.958, 0.395, 2.267], [-1.063, -0.263, -2.389], [-1.359, 0.829, -1.340], [-0.875, 0.074, -1.549], [-0.271, -1.526, 0.000], [0.491, -1.226, 1.336], [-0.310, -1.516, 1.027]],
  "mulliken_spin": [0.33, 0.51, 0.09, 0.04, 0.01, 0.01, -0.03, 0.00, 0.00, 0.01, 0.00, 0.00, 0.01, 0.00, 0.00, 0.03, 0.00, 0.00, 0.00]
}

=====

Entry 5:
{
  "formula": "H12O6",
  "method": "ωB97M-V/def2-TZVPD",
  "de_lowest_kj_mol": 140.6,
  "energy_ev": -12478.6200,
  "total_charge": -1,
  "orbital_gap_ev": [3.0, 11.0],
  "multiplicity": 2,
  "lumo_ev": [3.74, 3.49],
  "s2": 0.751,
  "homo_energy_ev": [0.693, -7.504],
  "elements": ["O", "H", "H", "O", "H", "H", "O", "H", "H", "O", "H", "H", "O", "H", "H", "O", "H", "H"],
  "xyz": [[-0.263, -1.040, -1.564], [-0.661, -1.512, -2.292], [-0.598, -1.376, -0.739], [0.618, 1.932, -1.173], [0.475, 0.989, -1.368], [1.460, 1.875, -1.639], [2.482, -1.587, 0.328], [1.988, -1.361, -0.541], [2.721, -2.481, 0.466], [-0.477, 1.430, 2.635], [-0.627, 2.174, 2.025], [0.478, 1.235, 2.441], [-0.373, -1.720, 1.270], [0.133, -1.806, 2.138], [-1.338, -1.356, 1.494], [-2.384, 1.427, -1.186], [-1.737, 1.046, -0.650], [-1.897, 2.131, -1.646]],
  "mulliken_spin": [-0.40, 0.20, 0.07, 0.36, 0.11, -0.05, 0.42, 0.07, -0.20, 0.17, -0.04, 0.01, 0.23, 0.04, -0.15, 0.14, 0.02, -0.02]
}

=====

Entry 6:
{
  "formula": "H12O6",
  "method": "ωB97M-V/def2-TZVPD",
  "de_lowest_kj_mol": 37.7,
  "energy_ev": -12479.6863,
  "total_charge": -1,
  "orbital_gap_ev": [3.4, 11.4],
  "multiplicity": 2,
  "lumo_ev": [3.58, 3.51],
  "s2": 0.750,
  "homo_energy_ev": [0.134, -7.872],
  "elements": ["O", "H", "H", "O", "H", "H", "O", "H", "H", "O", "H", "H", "O", "H", "H", "O", "H", "H"],
  "xyz": [[3.063, 2.230, -0.085], [2.873, 2.118, 0.847], [2.398, 1.704, -0.530], [2.004, -1.641, -2.874], [1.738, -1.267, -2.034], [1.334, -1.346, -3.491], [0.603, 0.076, -0.627], [0.646, -0.792, -0.227], [-0.217, 0.449, -0.304], [-0.033, -2.550, 0.596], [-0.970, -2.657, 0.763], [0.357, -2.468, 1.466], [-1.305, 1.096, 1.731], [-1.888, 0.699, 2.379], [-0.850, 1.789, 2.210], [-3.248, 0.618, -0.251], [-3.940, 1.221, 0.020], [-2.565, 0.723, 0.412]],
  "mulliken_spin": [0.11, -0.05, -0.01, 0.08, 0.00, 0.00, 0.32, 0.00, -0.08, 0.56, -0.12, -0.14, -0.17, -0.08, 0.18, 0.48, -0.12, 0.07]
}

=====

Entry 7:
{
  "formula": "H12O6",
  "method": "ωB97M-V/def2-TZVPD",
  "de_lowest_kj_mol": 148.6,
  "energy_ev": -12479.5737,
  "total_charge": 0,
  "smiles": "O.O.O.O.O.O",
  "orbital_gap_ev": 10.3,
  "lumo_ev": -0.32,
  "homo_energy_ev": -10.613,
  "elements": ["O", "H", "H", "O", "H", "H", "O", "H", "H", "O", "H", "H", "O", "H", "H", "O", "H", "H"],
  "xyz": [[-15.121, 2.099, -14.938], [-14.387, 2.542, -14.512], [-15.353, 2.670, -15.671], [-16.480, 2.254, -10.222], [-15.615, 1.926, -10.471], [-16.338, 3.182, -10.032], [-17.628, 2.540, -13.063], [-17.260, 2.106, -12.294], [-16.872, 2.925, -13.506], [-18.771, 0.146, -9.413], [-18.309, -0.081, -8.606], [-18.165, 0.719, -9.883], [-19.907, 3.284, -14.649], [-19.753, 4.198, -14.890], [-19.361, 3.145, -13.875], [-15.490, 5.840, -14.993], [-14.599, 6.113, -15.213], [-15.389, 4.960, -14.630]],
  "mulliken_charge": [-0.64, 0.31, 0.33, -0.65, 0.33, 0.32, -0.63, 0.33, 0.30, -0.64, 0.31, 0.32, -0.63, 0.30, 0.35, -0.61, 0.33, 0.26]
}

=====

Entry 8:
{
  "formula": "H12O6",
  "method": "ωB97M-V/def2-TZVPD",
  "de_lowest_kj_mol": 33.0,
  "energy_ev": -12480.7712,
  "total_charge": 0,
  "smiles": "O.O.O.O.O.O",
  "orbital_gap_ev": 12.0,
  "lumo_ev": 0.67,
  "homo_energy_ev": -11.277,
  "elements": ["O", "H", "H", "O", "H", "H", "O", "H", "H", "O", "H", "H", "O", "H", "H", "O", "H", "H"],
  "xyz": [[2.862, -0.078, -0.026], [3.472, -0.023, -0.787], [2.235, -0.784, -0.285], [0.962, -1.945, -0.690], [0.170, -1.953, -0.076], [1.306, -2.857, -0.808], [-1.294, -1.973, 0.651], [-1.845, -1.157, 0.402], [-1.057, -1.831, 1.596], [1.294, 1.962, 0.617], [1.318, 1.738, 1.578], [1.793, 1.183, 0.278], [-2.769, 0.102, -0.027], [-3.386, -0.129, -0.771], [-2.143, 0.807, -0.338], [-1.115, 2.021, -0.659], [-0.286, 2.006, -0.198], [-1.516, 2.909, -0.456]],
  "mulliken_charge": [-0.74, 0.33, 0.44, -0.76, 0.42, 0.31, -0.78, 0.42, 0.33, -0.78, 0.32, 0.42, -0.77, 0.33, 0.46, -0.71, 0.40, 0.34]
}